{
  "formula": "C12H19FeN2O2",
  "method": "ωB97M-V/def2-TZVPD",
  "elements": ["C", "C", "C", "Fe", "C", "O", "C", "O", "C", "C", "C", "C", "C", "H", "H", "H", "H", "H", "H", "H", "H", "H", "H", "H", "C", "N", "N", "C", "H", "H", "H", "H", "H", "H", "H", "H"],
  "coordinates": [[0.53119, -1.38147, 1.11131], [0.50903, -0.44753, -0.06549], [-0.59719, 0.23798, -0.42780], [-0.39166, -1.39155, -1.85038], [-2.25259, -1.51682, -1.65695], [-3.38528, -1.57306, -1.54873], [-0.17103, -3.06988, -1.09199], [-0.02930, -4.09381, -0.61345], [-0.49773, -0.16083, -3.57874], [-0.80370, -1.52201, -3.95016], [0.34269, -2.33898, -3.62711], [1.36222, -1.48492, -3.05858], [0.84363, -0.13489, -3.03830], [0.89158, -0.88744, 2.01555], [-0.46871, -1.76113, 1.32702], [1.16834, -2.24536, 0.91563], [1.46622, -0.19645, -0.53102], [-1.54634, 0.06471, 0.07503], [-0.57555, 1.03316, -1.16910], [-1.16830, 0.69234, -3.68996], [-1.73242, -1.85181, -4.42122], [0.42757, -3.41577, -3.77912], [2.36817, -1.79910, -2.77559], [1.39346, 0.76129, -2.74355], [-1.13139, 2.71216, 2.09450], [0.23532, 2.27843, 2.31725], [0.46370, 1.75861, 3.66279], [1.32037, 2.56350, 4.51341], [-1.24113, 3.19944, 1.12433], [-1.80701, 1.85755, 2.13794], [-1.42388, 3.41883, 2.86979], [0.47273, 1.56820, 1.61543], [0.79938, 0.78917, 3.63233], [1.39574, 2.13370, 5.51394], [2.32006, 2.63461, 4.08460], [0.91183, 3.56911, 4.60638]],
  "atomic_forces_ev_per_a": [[0.0, -0.2, -0.1], [1.3, -0.3, 0.3], [-1.0, 1.0, -0.1], [-1.0, 0.2, 2.8], [-2.6, 0.3, 0.2], [0.5, 0.0, -0.2], [1.0, -2.3, 1.4], [-0.1, 0.3, -0.4], [0.8, -0.1, -1.0], [1.0, 0.3, -0.7], [0.3, 0.9, -0.9], [0.0, 0.4, -1.3], [0.0, -0.6, -1.6], [0.2, 0.0, 0.2], [0.0, 0.0, 0.1], [0.1, 0.2, 0.2], [-0.2, 0.0, 0.4], [0.2, 0.2, 0.1], [0.0, 0.0, 0.4], [0.3, -0.3, 0.0], [0.4, 0.1, 0.3], [0.0, 0.4, 0.0], [-0.5, 0.1, -0.1], [-0.3, -0.4, 0.0], [-0.6, 1.3, 0.2], [-0.1, -2.3, 2.7], [0.7, 0.4, -3.2], [-0.4, 1.0, 0.8], [0.3, -0.1, 0.1], [0.1, -0.1, 0.0], [0.0, 0.0, 0.0], [0.1, -0.2, 0.0], [-0.1, 0.3, -0.3], [-0.2, -0.2, -0.2], [0.0, -0.1, -0.1], [0.0, 0.0, -0.1]],
  "nbo_charge": [-0.6328, -0.3105, -0.5406, 0.4206, 0.5463, -0.4627, 0.5428, -0.4650, -0.3483, -0.3143, -0.3020, -0.3486, -0.3306, 0.1698, 0.2193, 0.2414, 0.2394, 0.2127, 0.2421, 0.2428, 0.2533, 0.2505, 0.2477, 0.2370, -0.4514, -0.1946, -0.1904, -0.4536, 0.2537, 0.2411, 0.2362, 0.4153, 0.3964, 0.2532, 0.2441, 0.2397],
  "relative_energy_ev": 0.118,
  "spin_multiplicity": 5,
  "total_charge": 1
}